Entry 1:
Entry from OMol25: a 9-piece molecular cluster, C26H60FN3O10P2S overall at a distorted geometry (the ωB97M-V functional and the def2-TZVPD basis).

XYZ file:
```
103
Properties=species:S:1:pos:R:3:forces:R:3
C 5.16095 -0.22992 2.01163 0.37 -0.14 0.61
C 4.91280 -1.70042 1.76882 -0.17 0.64 -0.56
F 5.29042 -2.45541 2.87592 0.02 -0.33 0.21
C 3.48123 -2.05924 1.44104 0.09 0.35 0.39
N 2.54170 -1.22864 1.80278 -0.23 -0.34 -0.31
C 1.26456 -1.60780 1.51897 0.28 0.45 0.23
C 0.19220 -0.77851 1.90242 -0.12 0.35 0.19
C -1.09548 -1.14834 1.66674 0.24 -0.22 -0.07
C -1.37126 -2.37325 1.01454 -0.03 0.28 0.03
C -0.35449 -3.17610 0.60128 0.17 -0.56 -0.41
P -0.64773 -4.74478 -0.27206 -1.07 0.30 -0.22
N -2.12061 -5.12045 -0.53291 0.28 0.34 0.29
O 0.14038 -5.84828 0.56780 0.24 -0.29 -0.16
O 0.20047 -4.58736 -1.62402 0.15 -0.30 0.30
C 0.98839 -2.80723 0.86590 -0.39 -0.44 -0.18
N 1.97633 -3.66731 0.51545 0.06 0.25 0.35
C 3.18174 -3.29619 0.81242 0.84 -0.32 0.09
P 4.45553 -4.57801 0.37713 -1.06 -1.00 -1.36
S 3.85361 -5.67630 -1.12618 0.05 0.11 0.16
H 5.86012 -0.16571 2.84147 0.12 0.02 0.13
H 4.28645 0.32945 2.30437 -0.20 0.07 -0.10
H 5.66584 0.23346 1.17387 -0.17 0.12 -0.32
H 5.54165 -2.01173 0.94161 0.23 -0.26 -0.06
H 0.42367 0.15104 2.39618 0.09 0.14 0.08
H -1.90847 -0.51332 1.97133 -0.18 0.10 0.05
H -2.40194 -2.63404 0.84885 -0.19 -0.11 -0.06
H -2.76277 -4.45471 -0.12492 -0.30 -0.23 0.04
H 1.09531 -5.67155 0.54923 0.14 0.10 0.02
H 0.64874 -5.42252 -1.81278 0.27 0.15 -0.25
H 4.62748 -5.37830 1.51771 0.33 0.49 0.26
H 5.64688 -3.93626 0.02797 0.10 0.18 0.63
C 2.83205 4.56839 3.23269 0.03 -0.13 -0.01
C 3.19833 3.25563 3.89826 0.25 0.28 -0.06
O 4.29955 2.62543 3.23759 -0.14 -0.14 0.01
H 2.57555 4.40766 2.18598 -0.05 0.00 0.00
H 1.98535 5.04009 3.73067 0.02 0.04 0.00
H 3.67502 5.26330 3.25476 -0.04 0.05 0.07
H 2.36129 2.56106 3.85757 0.08 -0.11 0.01
H 3.45781 3.41353 4.95017 -0.16 -0.02 0.04
H 5.04930 3.22576 3.27912 0.01 0.03 -0.01
C -5.44587 -1.36079 -1.61280 0.06 0.03 0.11
C -4.68072 -2.49949 -0.96772 -0.27 0.09 0.07
O -4.58251 -2.33378 0.45214 0.17 0.01 -0.11
H -4.96294 -0.40671 -1.39692 0.04 -0.01 -0.04
H -5.49788 -1.49016 -2.69348 -0.05 0.00 0.00
H -6.46454 -1.30406 -1.22277 -0.03 -0.05 -0.08
H -3.66056 -2.53832 -1.34856 0.04 -0.06 0.08
H -5.15988 -3.45867 -1.18321 0.08 -0.02 -0.10
H -5.47496 -2.31460 0.80906 -0.01 -0.02 0.04
C 3.06063 9.33925 2.99774 -0.01 -0.07 0.04
C 3.15394 8.36769 1.83542 -0.27 0.13 0.03
O 2.10902 7.39919 1.87264 0.14 -0.04 0.01
H 3.10147 8.80155 3.94545 0.05 -0.01 0.00
H 3.87508 10.06459 2.97023 -0.02 0.01 -0.01
H 2.11356 9.88308 2.97083 0.03 0.06 -0.04
H 4.09101 7.81423 1.87498 -0.02 -0.07 -0.03
H 3.11606 8.90631 0.88267 0.13 0.02 0.00
H 1.27141 7.86910 1.82517 -0.04 -0.01 0.00
C -5.16313 1.61565 -5.78379 -0.05 -0.02 -0.04
C -5.50994 0.67008 -4.65136 -0.19 -0.04 -0.29
O -6.91044 0.65032 -4.37719 0.11 0.06 0.18
H -5.49041 2.62960 -5.54552 0.02 0.00 0.05
H -4.08868 1.62572 -5.96550 -0.03 0.07 -0.01
H -5.67263 1.32020 -6.70484 0.04 -0.04 -0.01
H -5.01264 0.97946 -3.73368 -0.08 -0.03 0.07
H -5.18070 -0.34708 -4.89331 0.15 0.03 0.04
H -7.36066 0.36545 -5.17749 -0.03 0.01 -0.02
C -0.53593 0.20589 -4.73412 -0.07 0.03 0.03
C -1.23725 0.70615 -5.98341 0.21 0.17 0.14
O -1.81108 1.99854 -5.78495 -0.04 -0.13 -0.02
H -1.23418 0.16397 -3.89744 -0.02 -0.04 -0.02
H -0.11676 -0.78881 -4.89008 0.02 0.01 0.00
H 0.27463 0.88127 -4.45027 0.05 -0.04 -0.04
H -2.05628 0.04050 -6.25321 -0.05 0.06 -0.04
H -0.53801 0.74647 -6.82454 -0.03 -0.11 -0.04
H -1.09924 2.60368 -5.55754 0.00 0.04 0.00
C 2.81987 0.53169 7.09040 0.04 0.05 -0.04
C 2.21019 1.81546 7.62499 -0.21 -0.34 -0.12
O 1.14087 2.25892 6.79086 0.14 0.19 0.02
H 3.18990 0.68184 6.07523 0.04 0.03 0.02
H 3.64633 0.19596 7.71862 -0.01 -0.02 0.00
H 2.07134 -0.26331 7.05119 0.02 -0.02 0.08
H 2.95408 2.61032 7.64476 -0.08 0.10 -0.05
H 1.83761 1.67049 8.64445 0.12 0.03 0.05
H 0.47727 1.56335 6.77832 -0.04 0.00 -0.02
C 3.46433 -10.26119 0.53516 0.05 0.05 -0.03
C 3.35486 -9.43921 1.80586 -0.23 0.04 -0.18
O 3.11777 -8.06350 1.51871 0.14 0.03 0.19
H 4.26686 -9.87819 -0.09552 0.03 -0.01 0.03
H 3.66396 -11.30968 0.76192 -0.02 0.00 0.00
H 2.53886 -10.20295 -0.04228 -0.03 -0.06 0.04
H 4.28458 -9.48326 2.37097 0.01 0.07 0.03
H 2.54994 -9.82230 2.44226 0.07 -0.08 0.05
H 2.29449 -8.00547 1.02471 -0.01 0.03 -0.08
C -7.06239 5.92396 -5.16171 -0.03 0.03 -0.02
C -6.63660 5.53209 -6.56529 0.14 -0.17 0.31
O -5.21816 5.56643 -6.69450 -0.10 0.11 -0.15
H -6.69868 6.92349 -4.92217 -0.03 0.02 -0.04
H -8.14880 5.91165 -5.06051 0.00 -0.02 0.02
H -6.63990 5.23634 -4.42511 -0.07 -0.05 -0.01
H -7.04772 6.22769 -7.29497 0.13 0.02 -0.08
H -6.99840 4.52787 -6.81257 -0.12 0.04 -0.02
H -4.85945 4.94288 -6.05574 0.09 -0.02 -0.03
```
Positions in Å, forces in eV/Å.

Calculated values
**F_max**: 2.0 eV/Å
**SMILES**: C[C@@H](F)c1nc2cccc(P(=N)(O)O)c2nc1[PH2]=S.CCO.CCO.CCO.CCO.CCO.CCO.CCO.CCO

=====

Entry 2:
Entry from OMol25: a 2-piece molecular cluster, C26H61B2NO9P overall (the ωB97M-V functional and the def2-TZVPD basis).

XYZ file:
```
100
Properties=species:S:1:pos:R:3:forces:R:3
C -5.18738 3.52522 -0.39825 0.09 0.11 0.05
C -4.69741 4.66935 -1.29233 0.12 -0.40 0.12
C -3.31181 4.39558 -1.91064 -0.15 0.41 -0.07
C -3.35032 3.95544 -3.37491 0.26 -0.28 0.15
C -3.77735 2.49264 -3.59376 -0.17 0.04 0.04
C -2.94845 1.76324 -4.66306 -0.05 0.02 0.02
C -1.76885 0.98695 -4.05364 0.13 0.09 -0.02
C -2.05037 -0.49964 -3.75702 -0.26 0.22 0.15
C -2.19570 -0.84743 -2.26151 -0.42 -0.18 0.02
C -1.60439 -2.19988 -1.85951 -0.03 0.07 -0.09
P 0.25946 -2.08844 -1.51872 -0.09 0.04 -0.24
C 0.87791 -2.49509 -3.25746 0.14 0.07 -0.06
C 1.45116 -1.30982 -4.05026 0.06 -0.08 -0.42
C 2.97826 -1.12615 -3.95198 0.05 0.10 0.37
C 3.38541 0.02438 -3.02275 0.01 0.11 -0.04
C 3.38859 1.39948 -3.70748 -0.20 -0.07 0.22
O 4.67400 2.00705 -3.79185 -0.05 0.15 -0.13
C 5.14688 2.47934 -2.55351 0.10 -0.02 -0.01
O 0.40349 -3.76801 -1.06220 -0.18 0.08 0.22
C -0.57161 -4.64258 -0.57862 0.16 -0.44 -0.05
C -1.04154 -4.46447 0.85984 0.03 -0.10 0.00
O -2.22508 -3.68868 0.95236 0.00 0.01 0.00
C -2.72619 -3.58264 2.25863 -0.11 0.08 0.14
C -1.77544 -2.90654 3.23780 0.19 -0.07 -0.06
O -0.10457 -1.58619 0.15679 -0.14 0.27 -0.09
C 0.91208 -0.71439 0.57365 0.28 -0.16 0.33
B 0.68750 -0.14723 2.02841 -0.40 -0.06 0.15
N -0.47286 0.72620 2.29975 -0.03 -0.22 -0.09
O 1.56996 -0.39774 3.09167 0.68 0.45 -0.56
C 2.20144 -1.43080 0.21690 0.22 -0.51 -0.24
B 2.58600 -2.67251 1.12881 -0.32 -0.09 -0.02
O 1.86804 -3.05153 2.26671 0.62 -0.28 0.40
O 3.68448 -3.42824 0.77707 0.32 0.45 0.17
O 1.97632 -1.92349 -1.09898 -0.14 0.09 0.03
H -4.97282 2.55871 -0.85575 -0.13 -0.01 0.00
H -4.67355 3.55018 0.56553 0.03 -0.07 -0.04
H -6.25805 3.59319 -0.19629 0.01 -0.03 -0.03
H -5.42527 4.82674 -2.09361 0.05 0.15 0.01
H -4.64030 5.58201 -0.69495 -0.19 0.05 -0.08
H -2.72042 5.31458 -1.85446 0.02 -0.03 0.01
H -2.77897 3.64988 -1.31148 0.00 0.00 -0.05
H -4.01106 4.62832 -3.93103 0.10 0.02 -0.05
H -2.34495 4.07985 -3.79044 -0.03 0.02 0.00
H -4.84222 2.44513 -3.84172 0.01 0.04 0.04
H -3.66122 1.95833 -2.64539 -0.05 -0.10 -0.09
H -2.57081 2.48812 -5.39236 -0.12 0.05 0.03
H -3.60072 1.08379 -5.21900 0.13 -0.07 -0.03
H -1.49879 1.48272 -3.11418 0.13 -0.01 -0.07
H -0.88793 1.07993 -4.69437 -0.06 -0.07 -0.06
H -3.00033 -0.75547 -4.24062 0.13 -0.14 -0.11
H -1.29112 -1.12788 -4.22252 0.09 0.05 0.10
H -3.26959 -0.86058 -2.02541 0.02 0.09 0.01
H -1.77449 -0.05029 -1.64019 0.16 -0.09 -0.02
H -2.13880 -2.55571 -0.98057 0.17 -0.01 0.06
H -1.80298 -2.92265 -2.66203 0.04 -0.01 0.04
H 0.21411 -0.67244 -1.84810 0.15 0.03 0.04
H 1.65439 -3.25504 -3.14565 -0.06 -0.02 0.02
H 0.07509 -2.95481 -3.84097 -0.07 -0.03 0.13
H 1.18828 -1.44246 -5.10792 0.01 0.02 0.02
H 0.96675 -0.37279 -3.74717 -0.05 -0.05 0.03
H 3.42436 -2.04597 -3.56890 -0.05 -0.03 -0.07
H 3.41453 -0.93524 -4.93968 -0.01 -0.07 0.00
H 4.38375 -0.15977 -2.61421 0.01 0.04 -0.06
H 2.70269 0.03842 -2.17248 0.04 -0.13 0.01
H 3.01750 1.32283 -4.73210 0.12 0.00 -0.02
H 2.71933 2.09108 -3.17582 0.01 0.01 -0.04
H 4.32149 2.74365 -1.88231 0.02 -0.01 -0.01
H 5.74300 3.37697 -2.73483 0.02 -0.05 -0.02
H 5.78301 1.74047 -2.05278 -0.09 -0.01 0.05
H -0.08052 -5.62697 -0.58194 0.01 0.02 -0.03
H -1.44278 -4.76649 -1.23741 -0.04 0.28 0.01
H -1.26178 -5.46153 1.28321 0.01 0.02 -0.06
H -0.21808 -4.03168 1.42825 -0.01 0.14 0.05
H -3.01719 -4.57628 2.64316 0.07 0.00 -0.04
H -3.64293 -2.99224 2.17695 0.03 -0.02 -0.05
H -0.93007 -3.54888 3.48733 -0.03 -0.02 0.04
H -1.36019 -2.00693 2.78386 -0.09 0.08 0.01
H -2.29416 -2.64238 4.16232 -0.01 0.00 -0.04
H 0.89788 0.21568 -0.04934 -0.08 -0.08 -0.04
H -0.31341 1.66622 1.94614 -0.02 0.06 0.24
H -1.25315 0.37625 1.74425 0.09 0.10 -0.17
H 2.07979 0.38620 3.33743 -0.31 -0.08 0.44
H 3.07533 -0.75611 0.17274 -0.14 0.18 0.06
H 2.02112 -2.48884 3.03613 -0.40 0.25 -0.33
H 4.09506 -3.79314 1.56984 -0.34 -0.41 -0.16
C 0.46719 0.89731 7.24961 0.03 0.13 0.01
C 1.71829 0.46390 6.50755 -0.05 -0.14 -0.05
O 2.49824 1.53879 6.00145 0.02 -0.03 -0.09
C 2.99751 2.45138 6.95812 0.00 0.07 0.02
C 3.90979 1.82607 8.00046 0.00 -0.07 -0.02
H -0.15897 1.51593 6.60573 -0.01 -0.02 -0.01
H -0.10444 0.01773 7.54745 -0.01 -0.01 -0.03
H 0.69591 1.46707 8.15247 0.01 -0.04 0.02
H 1.43681 -0.11128 5.62635 -0.01 0.01 0.00
H 2.33252 -0.19148 7.13636 0.01 0.05 0.03
H 2.17585 2.98887 7.44663 -0.01 -0.04 0.01
H 3.55513 3.18786 6.37819 -0.01 0.00 -0.01
H 3.38606 1.09473 8.61704 -0.02 0.03 0.02
H 4.29959 2.60024 8.66321 0.01 0.01 -0.01
H 4.75010 1.32282 7.52026 0.00 0.00 0.00
```
Positions in Å, forces in eV/Å.

Calculated values
**F_max**: 1.0 eV/Å
**Net charge**: -1

=====

Computed HOMO energy, in the same sequence as the records: -8.695; -4.575 eV.